# 1
Below is C8H5NO5V as an isolated structure in a non-equilibrium geometry, with properties calculated with wB97M-V/def2-TZVPD.

## Properties
- Orbital gap (alpha / beta): 4.8 / 4.1 eV
- E: -45753.8882 eV
- ⟨S²⟩: 2.021
- Spin multiplicity: 3
- Charge: +3
- HOMO level (alpha / beta): -21.3 / -21.3 eV

Each line ends with the Mulliken charge.
Atoms and positions in Å:
O: 2.39755 -6.27290 -3.04749  -0.06
C: 2.03180 -5.29967 -2.59479  0.07
V: 0.40992 -1.01143 -0.59967  0.35
O: -2.23653 -2.40718 -1.35005  0.04
C: -1.11951 -2.11325 -1.16982  0.53
C: 2.39013 -1.04862 -0.63420  0.53
O: 3.48285 -0.66153 -0.47302  0.04
C: 0.65789 -0.81343 -2.57608  0.53
O: 0.65840 -0.28683 -3.61478  0.04
C: 0.59964 -2.33090 0.81554  0.52
O: 0.57451 -2.78532 1.88842  0.04
C: -1.32998 2.92794 2.41081  -1.19
C: -1.11785 3.25276 0.93954  0.05
C: -0.63976 2.00392 0.36675  0.12
N: -0.28247 0.92967 0.09663  -0.33
H: -2.04577 2.11417 2.55520  0.38
H: -1.68792 3.78597 2.95975  0.35
H: -0.41857 2.56869 2.89308  0.38
H: -2.04467 3.47276 0.37910  0.31
H: -0.27965 3.97517 0.75508  0.31

Cartesian forces (eV/Å) of the 6 atoms listed first:
-0.6754 1.7970 0.8375
0.6223 -1.6555 -0.7734
-1.6983 5.5649 1.3003
6.5945 1.4205 0.9055
-8.6111 -3.0094 -1.6517
8.8478 2.4273 1.0748


# 2
Below is C8H64B12Ca4O2 as an isolated structure in a non-equilibrium geometry, with properties calculated with wB97M-V/def2-TZVPD.

## Properties
- Orbital gap: 5.8 eV
- E: -95283.5022 eV
- Charge: -4
- HOMO level: 1.6 eV

Each line ends with the Mulliken charge.
Atoms and positions in Å:
Ca: 0.82837 2.72622 -2.97934  0.56
Ca: -0.78885 2.94467 1.20751  -0.45
Ca: -1.95607 -0.38095 -1.45168  0.20
Ca: 2.50619 0.05149 -0.19714  0.28
B: 1.49098 0.64779 -4.21681  1.80
H: 1.53030 1.65107 -4.71247  -0.47
H: 0.58793 0.07289 -4.64484  -0.41
H: 2.48513 0.10340 -4.39541  -0.42
H: 1.28133 0.74854 -3.12570  -1.18
B: -4.44233 0.16055 -1.00084  0.83
H: -4.11274 0.91328 -1.75357  -0.37
H: -5.59239 0.16362 -0.88133  -0.27
H: -4.11269 -0.84413 -1.34492  -0.37
H: -3.95205 0.39336 -0.02984  -0.47
B: 3.68459 0.99617 1.64764  0.52
H: 2.62330 0.68759 1.72431  -0.73
H: 3.67998 1.91702 1.01733  -0.28
H: 4.07536 1.24687 2.70412  -0.28
H: 4.21818 0.10849 1.23882  -0.49
B: 2.88990 2.17644 -1.49806  2.52
H: 3.69731 1.45470 -1.22319  -0.15
H: 2.90386 2.29710 -2.60467  -0.36
H: 1.91482 1.78092 -1.19814  -1.53
H: 3.11155 3.16385 -0.95915  -0.42
B: -3.07989 3.10004 0.24983  -0.25
H: -2.21891 3.73131 -0.06020  -0.12
H: -3.69982 2.86160 -0.68574  -0.28
H: -2.71555 2.14348 0.69032  -0.51
H: -3.73676 3.65396 1.02867  -0.35
B: -0.07232 0.61840 -0.16178  6.79
H: 0.64022 1.29896 0.33004  0.26
H: 0.13049 -0.36048 0.34068  -0.88
H: -1.06563 1.02962 0.05484  -1.05
H: 0.07409 0.44242 -1.24287  -0.42
B: 3.05382 -1.41879 -2.00739  1.32
H: 3.80475 -0.92521 -1.35678  -0.28
H: 2.87955 -2.48110 -1.59058  -0.52
H: 2.04766 -0.93965 -1.96932  -1.03
H: 3.47201 -1.45284 -3.07769  -0.31
B: 1.32967 3.61476 2.43838  1.63
H: 1.75207 3.48435 3.50544  -0.41
H: 2.10150 4.12724 1.75034  -0.44
H: 1.16643 2.57901 2.04521  -0.81
H: 0.38935 4.22259 2.45505  -0.50
B: -1.60078 1.94597 -2.74081  0.99
H: -1.79681 1.91747 -1.64805  -0.94
H: -0.87200 1.19888 -3.07162  0.03
H: -2.63332 1.74942 -3.21221  -0.27
H: -1.21787 2.98234 -2.87232  -0.26
B: -0.44098 -2.08672 -2.40497  -0.18
H: -0.33756 -1.05456 -2.80166  -0.25
H: -1.50520 -2.35329 -2.24635  -0.34
H: 0.09412 -2.85016 -3.08281  -0.31
H: 0.09671 -2.12591 -1.38569  -0.60
B: 0.34850 4.19379 -0.86414  2.64
H: -0.22495 4.68134 -0.03776  -0.16
H: 0.24823 3.10273 -0.80023  -2.34
H: -0.02449 4.53892 -1.86099  -0.47
H: 1.41145 4.62044 -0.76794  -0.44
B: -1.19866 1.57908 3.36862  1.37
H: -0.65824 1.04547 2.54665  -0.79
H: -1.99665 2.22981 2.94222  -0.30
H: -1.59311 0.80148 4.13120  -0.40
H: -0.40241 2.23904 3.87308  -0.34
C: -2.95537 -3.09632 2.22844  -0.61
C: -2.95131 -4.18314 1.14926  -0.65
C: -2.27383 -3.51141 -0.02205  -1.06
O: -2.30963 -2.09413 0.16845  1.04
C: -3.06060 -1.82228 1.37606  -0.56
H: -1.99666 -3.09569 2.75073  0.12
H: -3.73398 -3.27425 2.97074  0.47
H: -3.95235 -4.55541 0.92138  0.30
H: -2.31994 -5.02089 1.46018  0.28
H: -2.76951 -3.73227 -0.96860  0.43
H: -1.21537 -3.78027 -0.02432  0.24
H: -4.08945 -1.52443 1.19060  0.56
H: -2.41889 -1.10756 1.89483  -0.06
C: 1.38094 -3.77511 2.50428  -0.78
C: 2.84438 -3.82372 2.16759  -0.72
C: 2.85321 -3.01194 0.85645  -0.92
O: 1.98370 -1.90543 1.12999  -0.27
C: 0.92517 -2.41653 1.93530  0.31
H: 1.09997 -3.86008 3.55523  0.38
H: 0.85116 -4.56832 1.96602  0.26
H: 3.17999 -4.84527 1.97854  0.37
H: 3.41518 -3.29929 2.93711  0.34
H: 2.49594 -3.71929 0.10250  0.22
H: 3.82182 -2.67494 0.49982  0.48
H: -0.02316 -2.44756 1.39559  -1.05
H: 0.71792 -1.72063 2.75249  0.32

Cartesian forces (eV/Å) of the 6 atoms listed first:
0.0942 0.0691 1.0870
0.3777 -0.5576 0.5715
-0.3282 0.9806 -0.0414
-1.3030 0.1887 0.8247
0.0895 -1.9930 -1.1558
0.1725 3.1109 -1.6250


# 3
Below is C8H6BF13Tm as an isolated structure in a non-equilibrium geometry, with properties calculated with wB97M-V/def2-TZVPD.

## Properties
- Orbital gap (alpha / beta): 7.7 / 3.4 eV
- E: -73887.7189 eV
- ⟨S²⟩: 2.009
- Spin multiplicity: 3
- Charge: +3
- HOMO level (alpha / beta): -21.1 / -21.1 eV

Each line ends with the Mulliken charge.
Atoms and positions in Å:
B: 4.13955 -1.30262 0.22355  0.22
C: 3.36125 -0.01052 -0.55043  -0.40
C: 1.81755 -0.07687 -0.25040  -0.70
C: 1.28171 1.38389 0.13229  0.50
F: 1.73317 2.16032 -0.85511  -0.22
F: 1.85627 1.89644 1.30869  -0.31
C: -0.31294 1.50934 0.07276  0.70
F: -0.63874 1.19821 -1.18190  -0.21
F: -0.58113 2.79169 0.26059  -0.24
C: -1.13601 0.66668 1.13110  0.46
F: -1.88862 1.49886 1.77834  -0.18
F: -0.22835 0.12270 2.16860  -0.20
C: -1.92276 -0.55581 0.56548  0.58
F: -2.31741 -1.26176 1.65076  -0.30
F: -1.03698 -1.35337 -0.08755  -0.35
C: -3.23050 -0.19849 -0.25918  0.69
F: -3.36106 1.10480 -0.52026  -0.25
F: -4.28624 -0.56288 0.47256  -0.23
C: -3.33522 -1.05890 -1.58408  0.64
F: -4.48362 -0.70375 -2.13478  -0.21
F: -2.37920 -0.75845 -2.46071  -0.21
F: -3.37404 -2.34224 -1.28100  -0.22
H: 4.41583 -2.26370 -0.40447  0.21
H: 4.33417 -1.13377 1.39276  0.06
H: 3.57356 -0.15174 -1.64691  0.38
H: 3.82327 0.96204 -0.26884  0.39
H: 1.33341 -0.30222 -1.23188  0.37
H: 1.49853 -0.88241 0.47842  0.34
Tm: 1.34457 -0.37546 3.08160  1.67

Cartesian forces (eV/Å) of the 6 atoms listed first:
1.1773 -1.5628 0.2748
-1.7518 2.4738 -1.5276
0.5043 0.5280 0.5541
0.8084 -0.4566 -1.0719
-0.1873 0.0101 0.4290
-0.9266 -1.3672 -0.2373


Calculated molecular weight (g mol⁻¹), listed in the same order as above: 246.07, 482.65, 528.86